(1)
ORCA calculation (the ωB97M-V functional and the def2-TZVPD basis) on C20H22N6OS in the gas phase.

- net charge = 0
- HOMO-LUMO gap (eV) = 7.4
- HOMO (eV) = -7.61
- lowest unoccupied orbital energy (hartree) = -0.008
- SMILES = CCOc1ccc2nc(N/C(N)=N/C(=S)Nc3cccc(C)c3)nc(C)c2c1

Each line ends with the natural charge from an NBO analysis.
Atoms and positions in Å:
C -9.12 -0.23 0.00  -0.62
C -7.62 -0.52 0.00  -0.06
O -6.94 0.72 0.01  -0.49
C -5.59 0.73 0.00  0.31
C -4.78 -0.38 0.00  -0.28
C -3.38 -0.23 0.00  -0.17
C -2.46 -1.32 -0.01  0.33
N -1.17 -1.11 -0.01  -0.49
C -0.72 0.16 0.00  0.56
N -1.47 1.24 0.00  -0.56
C -2.81 1.06 0.00  0.27
C -3.66 2.19 0.01  -0.21
C -5.01 2.02 0.01  -0.21
H -5.68 2.87 0.02  0.23
H -3.21 3.17 0.02  0.23
N 0.64 0.26 0.00  -0.57
C 1.43 1.39 0.00  0.67
N 2.71 1.13 0.00  -0.66
C 3.68 2.06 0.00  0.32
N 4.97 1.62 0.00  -0.59
C 5.53 0.36 0.01  0.25
C 4.80 -0.83 0.04  -0.28
C 5.46 -2.04 0.04  -0.18
C 6.84 -2.10 0.02  -0.25
C 7.59 -0.93 0.00  0.00
C 6.93 0.29 -0.01  -0.27
H 7.50 1.21 -0.03  0.20
C 9.09 -0.99 -0.03  -0.63
H 9.43 -1.43 -0.97  0.22
H 9.52 0.00 0.06  0.21
H 9.46 -1.62 0.78  0.22
H 7.34 -3.06 0.03  0.21
H 4.88 -2.96 0.06  0.21
H 3.72 -0.77 0.05  0.24
H 5.63 2.39 -0.01  0.41
S 3.52 3.73 -0.01  -0.33
N 0.84 2.57 0.01  -0.79
H -0.18 2.60 0.01  0.44
H 1.45 3.39 0.01  0.43
H 1.14 -0.62 -0.01  0.43
C -2.91 -2.74 -0.02  -0.66
H -2.04 -3.39 -0.03  0.24
H -3.51 -2.94 -0.91  0.23
H -3.51 -2.95 0.86  0.23
H -5.20 -1.37 -0.01  0.22
H -7.35 -1.09 -0.90  0.17
H -7.35 -1.10 0.89  0.17
H -9.67 -1.16 0.00  0.22
H -9.38 0.34 0.89  0.22
H -9.38 0.35 -0.87  0.22

(2)
ORCA calculation (the ωB97M-V functional and the def2-TZVPD basis) on C20H22O2 in the gas phase.

- net charge = 0
- HOMO-LUMO gap (eV) = 9.8
- HOMO (eV) = -9.37
- lowest unoccupied orbital energy (hartree) = 0.014
- SMILES = O=C(CCCCCCC(=O)c1ccccc1)c1ccccc1

Each line ends with the natural charge from an NBO analysis.
Atoms and positions in Å:
O -3.91 0.76 -3.14  -0.54
C -2.82 1.08 -2.73  0.57
C -1.60 0.34 -3.13  -0.10
C -1.72 -1.03 -3.37  -0.18
C -0.60 -1.79 -3.68  -0.22
C 0.64 -1.19 -3.78  -0.19
C 0.76 0.18 -3.58  -0.21
C -0.35 0.94 -3.26  -0.21
H -0.24 2.00 -3.12  0.22
H 1.73 0.65 -3.67  0.22
H 1.51 -1.78 -4.02  0.22
H -0.71 -2.85 -3.85  0.22
H -2.69 -1.49 -3.28  0.23
C -2.64 2.22 -1.75  -0.50
H -3.63 2.56 -1.45  0.23
C -1.83 1.79 -0.52  -0.40
H -0.83 1.50 -0.83  0.21
H -1.72 2.65 0.15  0.21
C -2.49 0.64 0.24  -0.40
C -1.47 -0.13 1.08  -0.40
C -0.67 -1.12 0.22  -0.40
H -0.33 -0.63 -0.69  0.22
C 0.56 -1.64 0.96  -0.50
C 1.60 -0.54 1.09  0.59
O 1.94 0.12 0.13  -0.55
C 2.23 -0.33 2.42  -0.19
C 3.56 0.06 2.46  -0.15
C 4.20 0.27 3.67  -0.22
C 3.50 0.11 4.85  -0.19
C 2.16 -0.26 4.82  -0.24
C 1.53 -0.48 3.62  -0.13
H 0.48 -0.74 3.61  0.20
H 1.61 -0.37 5.75  0.21
H 3.99 0.27 5.80  0.22
H 5.24 0.56 3.69  0.22
H 4.09 0.19 1.53  0.23
H 0.30 -2.06 1.93  0.21
H 1.03 -2.43 0.36  0.24
H -1.31 -1.95 -0.07  0.21
H -0.79 0.58 1.55  0.19
H -1.99 -0.69 1.87  0.20
H -3.28 1.03 0.88  0.21
H -2.95 -0.05 -0.47  0.20
H -2.13 3.04 -2.26  0.23

(3)
ORCA calculation (the ωB97M-V functional and the def2-TZVPD basis) on a molecular structure, C20H23As2CoF3NO12S2.

- net charge = -1
- HOMO-LUMO gap (alpha / beta) (eV) = 6.9 / 6.8
- HOMO (alpha / beta) (eV) = -4.71 / -4.63
- multiplicity = 2
- lowest unoccupied orbital energy (alpha / beta) (hartree) = 0.079 / 0.080
- ⟨S²⟩ = 0.76

Each line ends with the Löwdin spin population.
Atoms and positions in Å:
Co -0.03 0.10 -1.12  1.00
O -1.66 -0.34 -4.57  0.00
S -0.53 0.19 -3.84  0.00
O -1.01 0.95 -2.61  -0.01
O 0.34 1.04 -4.64  0.00
S 0.53 -1.28 -2.88  -0.01
C -4.06 1.56 2.31  0.00
O -3.38 1.94 1.11  0.00
C -2.79 3.14 1.15  0.00
O -2.72 3.84 2.12  0.00
C -2.04 3.39 -0.13  0.00
C -2.53 4.15 -1.11  0.00
As -1.66 4.75 -2.78  0.00
C -2.59 3.48 -3.95  0.00
C 0.07 3.86 -2.63  0.00
C 0.61 3.23 -1.59  0.00
As -0.37 2.39 -0.13  0.00
C 0.50 3.21 1.42  0.00
C 1.96 2.59 -1.56  0.00
O 2.05 1.38 -1.55  0.02
O 3.06 3.34 -1.34  0.00
C 2.94 4.75 -1.26  0.00
C 0.77 3.97 -3.95  0.00
O 0.27 4.55 -4.89  0.00
O 1.98 3.42 -3.96  0.00
C 2.55 3.18 -5.26  0.00
C -3.94 4.63 -0.96  0.00
O -4.73 4.24 -0.13  0.00
O -4.23 5.61 -1.83  0.00
C -5.55 6.13 -1.74  0.00
H -4.80 2.31 2.58  0.00
H -3.34 1.45 3.13  0.00
H -4.52 0.60 2.09  0.00
H -3.64 3.78 -4.00  0.00
H -2.49 2.47 -3.57  0.00
H -2.14 3.54 -4.94  0.00
H 0.44 4.30 1.40  0.00
H 1.54 2.88 1.42  0.00
H 0.03 2.83 2.32  0.00
H 3.91 5.11 -0.93  0.00
H 2.18 5.05 -0.54  0.00
H 2.71 5.18 -2.24  0.00
H 3.55 2.79 -5.06  0.00
H 2.59 4.11 -5.83  0.00
H 1.94 2.43 -5.77  0.00
H -5.62 6.90 -2.50  0.00
H -5.74 6.55 -0.75  0.00
H -6.28 5.34 -1.93  0.00
F 0.83 -0.09 1.53  -0.01
C 0.90 -0.78 0.32  -0.03
F 0.41 -2.03 0.64  -0.01
F 2.24 -0.98 0.16  0.00
O -1.93 -0.49 -0.31  0.01
N -2.74 -0.87 -1.27  0.00
C -2.59 -2.09 -1.82  0.01
C -3.42 -2.51 -2.83  0.00
C -4.41 -1.66 -3.30  0.01
C -4.54 -0.41 -2.72  0.00
C -3.69 -0.03 -1.71  0.01
H -1.77 -2.66 -1.41  0.00
H -3.25 -3.48 -3.27  0.00
H -5.05 -1.96 -4.12  0.00
H -5.29 0.29 -3.07  0.00
H -3.70 0.92 -1.21  0.00

(4)
ORCA calculation (the ωB97M-V functional and the def2-TZVPD basis) on a molecular structure, C20H23Cl3N2NiO2SSi at a distorted geometry.

- net charge = 0
- HOMO-LUMO gap (alpha / beta) (eV) = 7.4 / 7.0
- HOMO (alpha / beta) (eV) = -7.69 / -7.65
- multiplicity = 3
- lowest unoccupied orbital energy (alpha / beta) (hartree) = -0.012 / -0.024
- ⟨S²⟩ = 2.01

Each line ends with the Löwdin spin population.
Atoms and positions in Å:
Ni 0.45 -0.35 -2.16  1.61
C 4.16 2.08 3.10  0.00
Si 3.45 0.69 2.03  0.00
C 4.82 -0.42 1.41  0.00
C 2.15 -0.24 3.01  0.00
C 2.63 1.53 0.53  0.00
C 2.45 2.91 0.43  0.00
C 1.84 3.47 -0.71  0.00
C 1.38 2.61 -1.71  0.01
N 1.51 1.29 -1.62  0.05
C 2.10 0.71 -0.53  0.01
S 2.05 -0.98 -0.56  0.11
H 4.70 1.63 3.95  0.00
H 3.37 2.76 3.49  0.00
H 4.90 2.69 2.53  0.00
H 5.45 -0.72 2.28  0.00
H 5.49 0.12 0.70  0.00
H 4.41 -1.32 0.90  0.00
H 2.60 -0.59 3.96  0.00
H 1.77 -1.09 2.42  0.00
H 1.31 0.43 3.28  0.00
H 2.80 3.56 1.24  0.00
H 1.71 4.56 -0.80  0.00
H 0.95 2.98 -2.64  0.00
C -6.43 -1.41 2.00  0.00
C -5.28 -1.25 1.06  0.00
C -4.71 -2.36 0.43  0.00
C -3.59 -2.25 -0.40  0.00
C -3.05 -3.47 -1.09  0.00
C -3.01 -0.97 -0.55  0.00
C -3.60 0.19 0.01  0.00
C -3.10 1.59 -0.22  0.00
C -4.73 0.02 0.80  0.00
C -1.65 -0.81 -1.22  0.01
O -1.19 -1.66 -2.06  0.05
O -0.95 0.24 -0.92  0.06
H -6.84 -2.43 1.90  0.00
H -7.23 -0.67 1.81  0.00
H -6.13 -1.27 3.06  0.00
H -5.14 -3.36 0.59  0.00
H -3.50 -4.35 -0.61  0.00
H -1.95 -3.52 -1.04  0.00
H -3.31 -3.49 -2.16  0.00
H -2.86 1.79 -1.27  0.00
H -2.17 1.79 0.34  0.00
H -3.89 2.28 0.14  0.00
H -5.20 0.92 1.23  0.00
Cl 4.03 -0.93 -6.27  0.00
C 3.89 -0.61 -4.54  0.00
Cl 4.86 -1.78 -3.58  0.00
Cl 4.37 1.07 -4.15  0.00
C 2.48 -0.77 -4.14  0.03
N 1.40 -0.83 -3.68  0.02

(5)
ORCA calculation (the ωB97M-V functional and the def2-TZVPD basis) on C20H23ClN2O2S in the gas phase at a distorted geometry.

- net charge = 0
- HOMO-LUMO gap (eV) = 7.2
- HOMO (eV) = -7.73
- lowest unoccupied orbital energy (hartree) = -0.020
- SMILES = CCN(CC)CC[N@H+]([O-])c1ccc(C)c2sc3cc(Cl)ccc3c(=O)c12

Each line ends with the natural charge from an NBO analysis.
Atoms and positions in Å:
O -2.53 0.02 1.18  -0.53
O -0.71 -1.60 -0.71  -0.73
Cl -2.58 -3.46 7.02  -0.01
S 0.01 0.61 4.35  0.32
C -1.56 -0.42 1.90  0.55
C -2.96 -2.94 4.29  -0.24
C -1.31 -1.55 5.37  -0.26
C -2.64 -2.26 3.07  -0.13
C 2.60 0.81 1.13  -0.18
C 1.75 0.48 0.04  -0.23
C -2.14 -2.66 5.46  0.04
C -1.11 -0.77 4.22  -0.11
C 0.67 0.54 2.68  -0.04
C -1.77 -1.13 3.04  -0.19
C -0.18 0.07 1.57  -0.17
C 2.07 0.88 2.47  -0.05
C 0.44 0.04 0.33  0.16
N 0.05 0.62 -3.43  -0.47
C 2.95 1.26 3.64  -0.64
C 0.94 -1.24 -4.74  -0.60
C 1.21 2.73 -2.92  -0.61
C 0.58 0.18 -4.69  -0.22
C -0.06 2.11 -3.28  -0.23
C -1.28 0.03 -3.02  -0.26
C -1.37 0.19 -1.51  -0.24
N -0.23 -0.51 -0.92  -0.04
H -3.69 -3.70 4.42  0.24
H -0.69 -1.22 6.21  0.23
H -3.14 -2.31 2.00  0.27
H 3.64 1.09 0.84  0.22
H 2.13 0.50 -0.95  0.23
H 3.95 0.88 3.42  0.22
H 2.95 2.34 3.62  0.23
H 2.59 0.86 4.56  0.23
H 1.49 -1.52 -5.69  0.22
H 1.57 -1.47 -3.92  0.21
H -0.01 -1.77 -4.65  0.20
H 1.21 3.81 -3.14  0.22
H 2.02 2.20 -3.44  0.20
H 1.42 2.65 -1.85  0.20
H 1.46 0.75 -4.91  0.19
H -0.08 0.37 -5.46  0.16
H -0.70 2.38 -2.52  0.20
H -0.39 2.46 -4.24  0.17
H -2.09 0.41 -3.63  0.20
H -1.23 -1.06 -3.28  0.22
H -2.28 -0.33 -1.11  0.27
H -1.41 1.22 -1.11  0.19
H 0.43 -0.59 -1.70  0.39

(6)
ORCA calculation (the ωB97M-V functional and the def2-TZVPD basis) on C20H23ClN2O5S in the gas phase at a distorted geometry.

- net charge = 0
- HOMO-LUMO gap (eV) = 8.9
- HOMO (eV) = -8.51
- lowest unoccupied orbital energy (hartree) = 0.015

Each line ends with the natural charge from an NBO analysis.
Atoms and positions in Å:
C 3.30 -1.05 -6.38  -0.62
C 3.58 -0.58 -4.96  -0.06
H 3.43 0.50 -4.87  0.19
H 4.62 -0.80 -4.67  0.18
O 2.69 -1.25 -4.08  -0.54
C 2.70 -0.81 -2.80  0.90
O 3.38 0.12 -2.42  -0.66
N 1.89 -1.53 -2.00  -0.45
C 1.64 -1.09 -0.64  -0.22
C 0.20 -0.60 -0.51  -0.26
N -0.71 -1.64 -0.95  -0.42
C -1.66 -2.28 -0.24  0.63
O -2.41 -3.10 -0.76  -0.62
C -1.82 -1.97 1.19  0.18
C -2.99 -2.01 1.92  -0.24
C -2.64 -1.63 3.24  -0.31
C -1.29 -1.43 3.23  0.27
C -0.36 -0.93 4.26  -0.63
H 0.57 -1.50 4.27  0.25
H -0.81 -0.90 5.24  0.24
S 0.20 0.83 3.83  1.26
O 0.54 0.81 2.42  -0.98
C -1.51 1.62 3.95  -0.62
C -1.50 2.80 3.05  -0.10
C -1.00 4.02 3.51  -0.13
C -0.91 5.12 2.67  -0.23
C -1.30 5.00 1.35  -0.19
C -1.79 3.80 0.87  -0.22
C -1.88 2.71 1.72  0.00
Cl -2.52 1.23 1.08  0.01
H -2.10 3.70 -0.16  0.23
H -1.23 5.85 0.68  0.22
H -0.53 6.05 3.05  0.22
H -0.69 4.10 4.54  0.20
H -1.64 1.89 4.99  0.23
H -2.25 0.88 3.64  0.26
O -0.79 -1.63 1.99  -0.39
H -3.30 -1.55 4.08  0.23
H -3.96 -2.26 1.54  0.24
C -0.48 -2.02 -2.32  -0.24
C 0.96 -2.54 -2.47  -0.22
H 1.18 -2.78 -3.51  0.24
H 1.09 -3.44 -1.85  0.19
H -1.20 -2.80 -2.58  0.25
H -0.63 -1.16 -2.97  0.19
H 0.06 0.27 -1.16  0.19
H 0.02 -0.29 0.52  0.28
H 1.81 -1.94 0.04  0.19
H 2.34 -0.29 -0.40  0.25
H 2.28 -0.83 -6.65  0.21
H 3.97 -0.55 -7.07  0.22
H 3.46 -2.13 -6.45  0.21

It is found that the energy relative to the best compared isomer or geometry (same formula, charge and spin) values, taken in the order of the records, are 0.0; 1.9; 0.0; 0.0; 175.2; 56.4 kcal/mol.